1.
85
Properties=species:S:1:pos:R:3:forces:R:3 method="wB97M-V/def2-TZVPD" total_energy_ev=-153512.8622 homo_ev=-7.75
C 4.1493 1.2932 -0.4138 0.174 -0.021 0.064
C 3.4479 1.7267 -1.6722 -0.269 0.018 -0.529
H 5.1501 0.9055 -0.6295 -0.201 -0.005 0.160
H 3.5728 0.5050 0.0958 0.153 0.208 -0.148
H 4.2751 2.1150 0.3100 -0.169 -0.132 -0.271
C 3.9917 1.7936 -2.8889 0.201 0.175 0.050
C 5.4202 1.5164 -3.2348 0.297 -0.213 -0.162
H 3.3655 2.0749 -3.7451 0.147 -0.012 0.423
H 5.9950 1.1320 -2.3830 -0.095 0.123 -0.299
H 5.9405 2.4042 -3.6272 -0.193 -0.168 0.146
H 5.4504 0.7663 -4.0378 0.151 0.078 0.125
La 0.0871 -0.0175 0.3105 0.917 1.016 -1.335
Cl -0.2752 2.4315 1.3756 -0.258 0.221 0.341
Cl 1.9646 -1.1690 1.8579 0.059 -0.266 0.189
H -4.6198 -1.9183 3.0437 0.135 0.047 -0.047
H -3.2876 -0.8698 5.1465 0.219 -0.064 -0.105
C -3.6536 -2.3516 2.7657 -0.070 0.068 0.153
C -2.3937 -1.3482 4.7268 0.034 -0.054 -0.121
N -2.5570 -1.5263 3.2825 -0.400 -0.224 0.406
H -3.5596 -2.3959 1.6755 -0.070 -0.088 0.432
C -1.7846 -0.9152 2.4241 0.030 0.159 -2.146
O -1.9734 -0.9836 1.1591 -0.206 -0.099 2.237
H -1.5153 -0.7140 4.9073 -0.308 -0.226 -0.004
H -0.9214 -0.3348 2.8250 -0.543 -0.268 0.137
H -3.6024 -3.3550 3.1951 0.118 0.096 -0.051
H -2.2538 -2.3220 5.2104 0.019 0.202 -0.111
H 3.3785 -1.3890 -1.6939 -0.277 -0.118 0.096
H 2.7458 -0.8250 -4.0557 -0.230 -0.209 0.067
C 2.6856 -2.2425 -1.6916 0.139 0.166 -0.065
C 2.1423 -1.7462 -4.0545 -0.003 -0.062 -0.032
N 1.6590 -2.0205 -2.7088 -0.280 -0.123 -0.040
H 2.2378 -2.3533 -0.7002 0.103 0.044 -0.291
C 0.3703 -1.8925 -2.4172 0.208 0.412 1.293
O -0.0864 -1.8820 -1.2364 0.414 -0.769 -1.758
H 1.2830 -1.6231 -4.7228 0.260 -0.010 0.066
H -0.2897 -1.7419 -3.2883 0.103 -0.046 0.308
H 3.2581 -3.1434 -1.9494 -0.199 0.114 0.049
H 2.7671 -2.5777 -4.4046 -0.159 0.155 0.035
O 1.3367 0.7037 -1.4419 -0.347 -1.300 0.356
C 1.9456 1.9314 -1.5259 -0.026 0.609 -0.133
C 0.7276 2.1005 -3.7534 -0.290 0.385 0.040
C 1.2806 2.7369 -2.6421 0.274 0.277 0.200
H 0.8184 1.0144 -3.8298 -0.163 0.317 0.053
C 0.0030 2.8439 -4.6927 0.382 0.035 0.002
H 1.7834 2.4825 -0.5809 0.082 0.285 -0.175
C 1.1773 4.1243 -2.5131 0.043 -0.121 -0.358
H -0.5525 2.3227 -5.4765 0.319 0.219 0.079
C -0.0147 4.2416 -4.6179 -0.036 -0.109 0.189
C 0.5836 4.8824 -3.5247 -0.038 -0.119 0.018
H 1.5938 4.5893 -1.6156 -0.148 -0.016 -0.318
H -0.5006 4.8311 -5.4019 0.098 -0.229 0.334
H 0.5719 5.9727 -3.4496 -0.062 -0.337 -0.038
Si 4.0622 -3.5598 5.1607 -0.334 0.044 0.148
Cl 5.8939 -3.0786 4.3217 0.284 -0.008 -0.027
C 3.3801 -4.9765 4.1416 0.014 0.042 0.022
C 3.0351 -2.0060 5.0476 0.021 -0.045 -0.064
C 4.3543 -4.0722 6.9453 0.071 -0.021 -0.069
H 3.2895 -4.6715 3.0909 -0.007 -0.056 0.218
H 2.3891 -5.2801 4.5035 0.158 0.036 -0.072
H 4.0506 -5.8445 4.1941 -0.150 0.174 -0.011
H 5.0139 -4.9484 6.9978 -0.133 0.175 -0.001
H 3.4069 -4.3273 7.4397 0.161 0.052 -0.114
H 4.8254 -3.2571 7.5104 -0.101 -0.163 -0.129
H 2.9249 -1.6924 3.9994 0.066 -0.123 0.406
H 3.5179 -1.1888 5.5992 -0.109 -0.172 -0.055
H 2.0282 -2.1627 5.4562 0.142 0.033 -0.009
C -3.9490 3.5095 -2.2482 0.096 0.132 -0.106
N -4.2962 2.3279 -1.4762 0.475 -0.288 -0.103
C -3.4867 1.2229 -1.3792 -1.377 0.019 0.506
Se -1.8923 0.9567 -2.2407 -0.296 0.179 0.419
N -4.1820 0.3424 -0.5792 0.206 0.328 -0.162
C -5.4269 0.8699 -0.2193 0.046 -0.432 -0.043
C -6.5108 0.3117 0.4542 -0.097 0.579 -0.040
C -7.6704 1.1014 0.5431 0.363 -0.067 -0.060
C -7.7441 2.3814 -0.0414 0.402 -0.044 -0.085
C -6.6548 2.9245 -0.7387 0.077 -0.509 0.357
C -5.5023 2.1348 -0.7952 0.113 0.214 -0.422
H -3.7409 3.2303 -3.2892 -0.066 0.081 0.277
H -3.0563 3.9985 -1.8344 -0.251 -0.205 -0.082
H -4.7993 4.1959 -2.2057 0.259 -0.103 -0.082
H -3.7671 -0.5313 -0.2651 -0.140 0.372 -0.141
H -6.4216 -0.6878 0.8739 -0.262 0.198 -0.014
H -8.5432 0.7248 1.0734 0.223 0.013 -0.129
H -8.6684 2.9535 0.0532 0.299 -0.172 -0.061
H -6.6747 3.9017 -1.2208 -0.189 -0.284 0.221

---

2.
72
Properties=species:S:1:pos:R:3:forces:R:3 method="wB97M-V/def2-TZVPD" smiles="CCOC(=O)C(F)(F)F.CCOC(=O)C(F)(F)F.CCOC(=O)C(F)(F)F.CCOC(=O)C(F)(F)F.CC(C)=NNC(=O)O" total_energy_ev=-77259.4812 homo_ev=-9.60
C -0.3582 -2.0150 -0.4139 0.161 -0.300 0.285
C -1.2163 -3.0286 -1.1137 0.179 0.367 -0.573
C -2.5861 -3.3588 -0.5786 0.126 0.402 -0.697
N -0.8804 -3.6264 -2.1931 -0.264 -1.554 0.847
N 0.5511 -3.8522 -2.3145 -0.160 1.354 -0.318
C 1.1291 -2.9387 -3.2691 -0.250 -0.200 0.231
O 0.5675 -2.5059 -4.2270 0.139 0.180 -0.186
O 2.3865 -2.5913 -2.9362 -0.104 0.332 -0.048
H 0.1752 -2.4182 0.4506 -0.144 -0.079 -0.026
H 0.3840 -1.5831 -1.0857 -0.068 -0.053 0.010
H -0.9881 -1.2005 -0.0518 -0.014 -0.097 -0.005
H -2.4993 -4.3490 -0.1285 -0.114 0.122 0.223
H -2.9514 -2.6192 0.1310 -0.053 -0.111 0.038
H -3.2681 -3.4605 -1.4261 -0.083 0.016 0.156
H 0.5881 -4.7813 -2.7237 0.201 0.000 0.052
H 2.4268 -2.5787 -1.9692 0.227 -0.466 -0.063
C 0.4736 1.1718 6.1971 0.033 -0.124 -0.146
C -0.5837 1.5722 5.1934 -0.184 0.048 0.469
O -0.0303 1.6658 3.8609 -0.017 0.012 -0.105
C 0.1072 0.5277 3.2065 -0.100 0.072 0.185
O -0.1778 -0.5700 3.5847 0.017 -0.046 -0.091
C 0.6698 0.8063 1.7987 0.136 0.026 -0.120
F 1.6902 1.6647 1.8307 -0.003 -0.027 0.022
F -0.2861 1.3273 1.0150 -0.037 -0.028 0.026
F 1.0911 -0.3269 1.2373 0.123 0.175 0.122
H 1.3164 1.8545 6.1546 -0.233 0.066 0.030
H 0.0585 1.1827 7.2049 -0.034 0.009 -0.011
H 0.8498 0.1698 5.9922 -0.066 -0.030 0.029
H -0.9675 2.5662 5.4113 0.072 0.060 -0.154
H -1.4272 0.8831 5.1928 0.077 -0.097 -0.140
C -3.2355 0.7909 -4.9266 -0.293 0.073 0.024
C -3.0687 0.0971 -3.5930 0.467 -0.088 -0.283
O -4.1212 0.4573 -2.6726 -0.044 -0.006 0.100
C -5.2659 -0.1922 -2.8142 0.210 -0.015 -0.061
O -5.5223 -1.0400 -3.6156 -0.093 -0.013 0.027
C -6.2580 0.2734 -1.7287 -0.113 0.049 0.004
F -6.2657 1.6046 -1.6120 -0.004 -0.014 0.009
F -5.9072 -0.2467 -0.5424 0.021 -0.006 0.001
F -7.4899 -0.1305 -2.0148 0.023 -0.019 0.005
H -3.2982 1.8707 -4.7891 0.099 0.004 0.002
H -2.3874 0.5665 -5.5729 0.022 0.003 0.025
H -4.1474 0.4655 -5.4263 0.036 -0.074 -0.019
H -2.1454 0.4167 -3.1141 -0.100 0.063 0.152
H -3.0279 -0.9865 -3.7023 -0.160 -0.012 0.023
C 5.3052 3.2218 10.8918 0.048 -0.234 -0.105
C 4.4573 3.8331 9.7991 0.030 0.291 0.344
O 4.5666 3.0847 8.5685 -0.032 -0.029 -0.094
C 3.8237 1.9942 8.4834 0.017 0.159 0.132
O 3.0716 1.5628 9.3056 -0.042 -0.070 -0.055
C 4.0253 1.3405 7.1022 0.137 -0.209 -0.185
F 5.3158 1.2813 6.7658 -0.015 0.066 0.031
F 3.3825 2.0565 6.1631 0.336 0.079 0.036
F 3.5386 0.1042 7.0855 -0.072 0.052 0.061
H 6.3413 3.1326 10.5646 0.012 0.087 0.020
H 5.2704 3.8458 11.7839 -0.007 0.027 -0.011
H 4.9502 2.2256 11.1530 -0.063 0.034 0.033
H 4.8059 4.8334 9.5533 0.041 -0.053 -0.149
H 3.4106 3.9047 10.0918 -0.030 -0.148 -0.064
C 0.6868 -2.3790 -7.2762 0.218 0.047 -0.343
C -0.2856 -1.2375 -7.1073 -0.168 -0.343 0.328
O 0.1863 -0.0328 -7.7553 -0.025 0.100 -0.028
C -0.0182 0.0480 -9.0584 -0.058 -0.127 0.161
O -0.5511 -0.7582 -9.7616 0.017 0.056 -0.081
C 0.5035 1.4041 -9.5772 0.077 0.045 -0.088
F 1.7125 1.6861 -9.0813 -0.010 0.005 -0.007
F -0.3354 2.3844 -9.2105 -0.009 -0.007 0.016
F 0.5859 1.3996 -10.9034 -0.024 -0.007 0.017
H 1.6741 -2.0938 -6.9140 -0.042 -0.018 0.132
H 0.3417 -3.2402 -6.7089 -0.011 0.022 0.045
H 0.7869 -2.6657 -8.3237 -0.112 0.006 -0.006
H -0.3802 -0.9804 -6.0554 0.110 0.123 -0.021
H -1.2762 -1.4904 -7.4846 0.042 0.069 -0.168

---

3.
14
Properties=species:S:1:pos:R:3:forces:R:3 method="wB97M-V/def2-TZVPD" total_energy_ev=-8369.3141 homo_ev=-8.51
C 1.6032 -0.4577 -0.8989 0.008 0.032 -0.073
O 0.4571 0.3564 -0.7760 0.092 -0.375 0.132
C -0.6472 -0.2528 -0.1321 -0.446 0.114 -0.050
C -0.5839 -0.2788 1.4040 0.060 0.010 -0.056
C -1.8357 0.7133 -0.2270 0.171 0.177 -0.428
O -1.3798 1.9077 -0.4703 -0.124 0.034 -0.310
H 1.3039 -1.3714 -1.4353 0.420 0.064 0.170
H 2.0178 -0.6960 0.0966 -0.056 -0.043 -0.389
H 2.3364 0.1133 -1.4907 -0.238 -0.344 0.269
H -0.9210 -1.2437 -0.5331 0.316 0.387 -0.167
H 0.1630 0.4571 1.7315 -0.277 -0.225 0.083
H -0.4462 -1.2538 1.8873 0.142 0.254 -0.325
H -1.5968 0.0788 1.6350 0.227 -0.058 0.918
H -0.4205 1.8787 -0.7320 -0.292 -0.027 0.225